No. 1
The following is a DFT calculation (ωB97M-V/def2-TZVPD) of the molecule C9H10N2S2 at a distorted geometry.

The geometry in XYZ format:
```
23
Properties=species:S:1:pos:R:3:forces:R:3
C -1.55492 -0.32827 0.96410 -0.17 -0.56 -1.23
C 1.04759 4.36131 -0.85556 -0.20 1.64 -0.27
C 1.40856 3.81297 0.36476 0.00 -2.81 -0.56
C 0.54341 3.42236 -1.63572 0.57 -1.08 1.63
C 1.18925 2.47911 0.27574 -0.14 0.01 -0.24
C 0.02724 1.05628 -1.36466 -0.33 -3.97 -0.19
C -0.46330 -2.30729 1.54645 -2.98 -1.63 -0.91
C -1.58928 -2.08921 -0.74014 -2.53 -4.09 -0.95
C -0.90084 -1.43946 0.32183 2.54 1.41 2.66
N -2.13225 0.50533 1.47277 -0.83 1.49 0.96
N 0.63802 2.17068 -0.99145 0.27 1.87 1.33
S -0.99661 0.68751 -2.56245 0.55 1.04 0.43
S 0.71524 -0.77438 -0.34020 -0.29 2.65 -0.75
H 1.17536 5.39587 -1.07114 -0.07 0.45 -0.50
H 2.09579 4.20558 1.00694 1.05 1.27 2.17
H 0.28279 3.51453 -2.58961 -1.39 -0.03 -3.67
H 1.38634 1.70971 0.96203 0.13 -0.85 0.60
H -1.06509 -2.16160 2.46410 -0.33 -0.11 -0.81
H -0.51494 -3.37613 1.24341 0.61 0.69 0.42
H 0.42818 -1.91146 1.81589 3.25 0.29 0.88
H -1.94629 -1.39893 -1.44511 -0.63 0.82 -0.89
H -2.51025 -2.70152 -0.31461 1.77 1.06 -0.96
H -0.88900 -2.76662 -1.31464 -0.86 0.47 0.86
```
Forces are in eV/Å.

## Properties
**Kohn-Sham gap**: 8.06 eV
**HOMO level**: -8.712 eV
**LUMO level**: -0.66 eV
**SMILES**: CC(C)(C#N)SC(=S)n1cccc1
**Relative energy (zero: lowest compared OMol25 entry of this formula, charge and spin)**: 83.0 kcal/mol
**Spin multiplicity**: 1

=====

No. 2
The following is a DFT calculation (ωB97M-V/def2-TZVPD) of a cluster of 3 separate species, C14H13BO8 in total at a distorted geometry.

The geometry in XYZ format:
```
36
Properties=species:S:1:pos:R:3:forces:R:3
B 0.63026 1.40147 3.04685 -0.20 -0.08 0.97
C -0.70016 0.62583 3.11756 1.44 -0.98 0.87
C -1.74324 1.42218 2.99838 -0.22 0.63 0.18
H 1.30273 1.34534 2.07827 0.20 -0.28 0.06
H 0.93839 2.09010 3.97462 -0.05 0.37 -0.24
H -0.76813 -0.44418 3.26213 -0.15 -0.44 -1.44
H -2.63656 1.15904 2.46763 -0.77 -0.21 0.60
H -1.60155 2.39014 3.45324 -0.24 0.87 -0.86
C -2.06351 -2.25219 0.10573 0.14 -0.05 -0.19
C -2.90567 -2.49333 1.11815 0.22 0.36 -0.17
C -3.42372 -3.87227 1.40733 0.02 -0.53 -0.19
O -4.17137 -4.01890 2.35559 -0.02 0.26 0.08
C -3.00668 -4.96055 0.53472 -0.13 0.07 0.20
C -2.16695 -4.71949 -0.47999 -0.17 -0.34 0.11
C -1.62877 -3.34424 -0.75268 -0.02 0.53 0.18
O -0.85531 -3.20276 -1.68102 -0.01 -0.26 -0.09
O -1.75254 -5.66977 -1.30957 0.18 0.24 -0.15
O -3.33579 -1.53638 1.93237 -0.20 -0.25 0.20
H -1.68267 -1.26308 -0.10800 0.00 0.01 0.04
H -3.39806 -5.94646 0.74132 0.02 -0.01 -0.02
H -1.15409 -5.23031 -1.94637 -0.03 -0.04 0.04
H -3.92791 -1.97780 2.57409 0.03 0.06 -0.01
C 3.23966 4.28478 -2.20858 0.15 -0.04 -0.19
C 2.40523 3.93953 -1.22021 0.14 0.36 -0.09
C 1.98039 2.51574 -1.00437 0.06 -0.51 -0.22
O 1.23386 2.27287 -0.07437 -0.07 0.32 -0.10
C 2.48012 1.50090 -1.91991 -0.14 0.04 0.20
C 3.31229 1.84657 -2.91036 -0.15 -0.35 0.10
C 3.75745 3.26665 -3.11101 -0.07 0.52 0.21
O 4.52881 3.50448 -4.02106 0.01 -0.25 -0.10
O 3.79984 0.96760 -3.77748 0.16 0.25 -0.14
O 1.89932 4.82222 -0.36691 -0.15 -0.26 0.13
H 3.55362 5.30587 -2.37186 -0.01 0.01 0.02
H 2.15475 0.48175 -1.76518 0.02 -0.01 -0.02
H 4.37341 1.47675 -4.38461 -0.03 -0.04 0.03
H 1.33251 4.31188 0.24556 0.04 0.04 -0.02
```
Forces are in eV/Å.

## Properties
**Kohn-Sham gap**: 7.53 eV
**HOMO level**: -9.070 eV
**LUMO level**: -1.54 eV
**SMILES**: O=C1C=C(O)C(=O)C=C1O.O=C1C=C(O)C(=O)C=C1O.BC=C
**Relative energy (zero: lowest compared OMol25 entry of this formula, charge and spin)**: 14.4 kcal/mol
**Spin multiplicity**: 1

=====

No. 3
The following is a DFT calculation (ωB97M-V/def2-TZVPD) of a structure of composition C3H2FLuO2 at a distorted geometry.

The geometry in XYZ format:
```
9
Properties=species:S:1:pos:R:3:forces:R:3
C 1.37161 0.21171 0.02722 -3.29 1.96 0.33
C -1.34875 0.26160 0.13840 -2.06 -1.60 -1.95
O 0.68824 1.05871 0.63217 3.74 -0.82 -0.76
O 0.61219 -0.74002 -0.60530 2.24 -1.21 -1.35
C -0.69436 -0.90196 -0.15437 -0.33 1.62 2.17
H -2.03633 0.37941 0.97573 -0.11 -0.07 -0.41
F -1.62129 1.14039 -0.88160 1.41 0.06 1.58
H -0.83776 -1.75814 0.50618 0.33 0.21 -0.14
Lu 3.86646 0.34831 -0.63842 -1.92 -0.15 0.55
```
Forces are in eV/Å.

## Properties
**Kohn-Sham gap (alpha / beta)**: 6.05 / 3.82 eV
**HOMO level (alpha / beta)**: -11.839 / -11.649 eV
**Expectation value of S²**: 0.759
**LUMO level (alpha / beta)**: -5.79 / -7.83 eV
**Net charge**: +1
**Relative energy (zero: lowest compared OMol25 entry of this formula, charge and spin)**: 106.3 kcal/mol
**Spin multiplicity**: 2

=====

No. 4
The following is a DFT calculation (ωB97M-V/def2-TZVPD) of a cluster of 2 separate species, C3H10S3 in total at a distorted geometry.

The geometry in XYZ format:
```
16
Properties=species:S:1:pos:R:3:forces:R:3
C -0.13889 -3.37263 -0.82912 -1.53 -0.08 -0.24
S -0.33551 -2.51392 0.73542 -0.37 1.17 0.46
S -1.46037 -0.68613 0.33987 0.35 -1.86 -0.23
H -1.19669 -3.27296 -1.25155 1.81 -0.38 -0.24
H 0.71084 -3.06089 -1.48928 -0.99 -0.21 0.60
H -0.05112 -4.41500 -0.44993 0.19 0.53 -0.66
H -0.55255 -0.02937 1.01141 0.54 0.85 0.29
C 2.14300 1.80151 -1.31124 -0.84 1.10 0.98
C 0.65847 2.31015 -1.12123 2.06 0.58 2.21
S 0.28278 2.82337 0.65842 -1.04 0.46 -1.06
H 2.56305 1.10944 -0.55944 -0.25 0.69 -0.09
H 2.06526 1.25720 -2.18747 0.27 -1.27 -2.01
H 2.77602 2.70168 -1.56261 -0.40 -1.14 0.80
H -0.18734 1.66717 -1.34242 0.43 -0.08 -0.67
H 0.78383 3.24753 -1.64281 -1.32 0.14 -0.41
H 1.32279 2.38787 1.30431 1.08 -0.52 0.26
```
Forces are in eV/Å.

## Properties
**Kohn-Sham gap**: 8.91 eV
**HOMO level**: -8.591 eV
**LUMO level**: 0.31 eV
**SMILES**: CCS.CSS
**Relative energy (zero: lowest compared OMol25 entry of this formula, charge and spin)**: 27.4 kcal/mol
**Spin multiplicity**: 1

=====

| no. | calculated total energy (eV) |
| --- | --- |
| 1 | -34142.423 |
| 2 | -31781.561 |
| 3 | -43562.281 |
| 4 | -35777.653 |